{"formula": "C35H51FN4W", "method": "ωB97M-V/def2-TZVPD", "molar_mass_da": 730.7, "total_energy_ev": -47613.7953, "spin_multiplicity": 3, "orbital_gap_ha": [0.0510, 0.1392], "lumo_ev": [4.27, 4.15], "total_charge": -2, "species": ["W", "F", "N", "N", "N", "N", "C", "C", "C", "C", "C", "C", "C", "C", "C", "C", "C", "C", "C", "C", "C", "C", "C", "C", "C", "C", "C", "C", "C", "C", "C", "C", "C", "C", "C", "C", "C", "C", "C", "C", "C", "H", "H", "H", "H", "H", "H", "H", "H", "H", "H", "H", "H", "H", "H", "H", "H", "H", "H", "H", "H", "H", "H", "H", "H", "H", "H", "H", "H", "H", "H", "H", "H", "H", "H", "H", "H", "H", "H", "H", "H", "H", "H", "H", "H", "H", "H", "H", "H", "H", "H", "H"], "coordinates": [[-0.80847, -0.47423, 0.27542], [-0.58916, 0.71769, 6.40956], [1.31634, 3.72306, 0.00973], [-3.04546, -2.17658, -0.06868], [3.03044, 2.30554, 0.22828], [-1.32092, -3.48930, 0.25758], [-3.79351, -0.56724, -1.81243], [-5.10557, -1.06994, 0.28158], [0.78424, -2.92662, 1.49562], [2.45352, 4.44414, 0.33791], [0.63200, 0.67617, -2.49528], [-2.34902, -4.27237, -0.18599], [5.08298, 1.19303, -0.02597], [-3.44671, -3.45904, -0.39245], [0.34799, 1.29567, 4.30335], [1.80751, 2.53020, -0.14031], [3.65446, 0.88697, 0.31304], [-0.57382, -1.26559, -4.02442], [0.05144, -0.12312, -6.19189], [-0.77349, 3.40190, -1.40495], [3.59600, 0.36351, 1.74357], [-1.16918, -0.78475, 3.17659], [-0.51121, 0.49114, 5.05876], [-0.13477, -0.30434, -1.80074], [-0.14871, 5.51994, -0.30488], [-2.80411, 0.22863, 0.21989], [0.38358, 1.09318, 2.89171], [0.90818, -3.87293, -0.83416], [3.04819, -0.06848, -0.69730], [0.05627, -0.22197, -4.68519], [0.69074, 0.74050, -3.90004], [0.09839, -3.85337, 0.48814], [-1.28440, -0.51589, 4.53868], [-0.39313, 0.05754, 2.30848], [-0.62539, -1.34361, -2.62275], [-0.99479, 3.65350, 1.10391], [-0.20742, 4.02772, -0.14324], [-1.74954, -2.23520, 0.37624], [-3.68723, -0.91173, -0.31368], [0.06769, -5.29734, 1.04295], [3.49466, 3.61299, 0.48034], [0.91879, -2.90261, -1.36063], [-0.16877, 3.61202, -2.28701], [-5.62423, -1.86665, -0.29054], [-0.85327, 2.33031, -1.33568], [1.19641, 1.38942, -1.86482], [0.93758, 2.05351, 4.79823], [4.05987, 1.06914, 2.44915], [-1.95974, -1.10899, 5.15882], [-5.05550, -1.37862, 1.33654], [0.47435, 5.74073, -1.19200], [-1.77559, 3.77829, -1.57669], [5.11473, 1.67980, -1.01422], [-1.08692, -2.21922, -2.14812], [-0.58852, -5.30684, 1.92157], [-1.15205, 5.91969, -0.47617], [2.77133, 0.37913, -1.63973], [0.26136, 5.97401, 0.60861], [0.48050, -4.62562, -1.50881], [2.37636, 5.51036, 0.39490], [3.73622, -0.86031, -0.92233], [1.72276, -3.41189, 1.84930], [1.07225, -5.68664, 1.33501], [-2.07184, 0.75469, -0.71045], [1.21761, 1.54102, -4.41093], [1.05940, 0.03580, -6.60078], [1.19337, -1.95599, 1.12447], [0.20407, -2.75828, 2.41167], [-2.02359, 4.00365, 0.98946], [-4.31860, -1.36485, -2.34519], [0.98531, 1.72282, 2.20719], [2.16348, -0.52199, -0.26431], [-2.37333, 0.13657, 1.32443], [-0.35487, -1.02955, -6.65707], [-3.37597, 1.11582, 0.45686], [-0.56322, 0.71909, -6.54416], [-1.72416, -1.64062, 2.76666], [5.51126, 1.83898, 0.76437], [4.19257, -0.54660, 1.81296], [-4.54448, -3.68888, -0.76336], [1.97512, -4.14194, -0.68869], [-1.04485, -2.04577, -4.60929], [-4.33820, 0.39804, -1.94647], [5.66630, 0.26762, -0.06074], [-2.82446, -0.42582, -2.31046], [-5.74762, -0.16600, 0.20668], [4.51242, 3.76199, 0.69038], [2.58939, 0.11775, 2.07959], [-0.32778, -5.95125, 0.25136], [-1.06260, 2.57937, 1.27751], [-2.27607, -5.47827, -0.29431], [-0.62387, 4.14712, 2.01268]], "forces_ev_per_angstrom": [[4.33, 1.20, -1.37], [0.05, 0.13, 0.28], [0.81, -0.41, -0.05], [-0.85, -1.48, -0.03], [-0.09, 1.31, -0.01], [1.42, -1.98, 0.84], [-0.44, 0.13, -0.53], [-0.43, 0.29, -0.16], [0.71, 0.01, 0.60], [-0.51, 2.39, 0.59], [-0.04, 0.20, -0.69], [-1.86, -3.59, -1.05], [0.93, -0.05, -0.08], [-1.57, -1.18, -0.94], [-0.45, -0.67, -1.18], [-5.21, -6.68, -0.81], [0.38, 2.01, -0.10], [-0.07, -0.29, 0.41], [0.00, 0.06, -0.17], [0.32, -0.20, 0.03], [0.02, 0.09, 0.22], [0.26, 0.70, 0.54], [0.54, 0.70, -0.06], [0.70, -0.59, 0.08], [-0.34, 0.73, -0.29], [-1.56, 0.05, 1.62], [-0.43, -0.34, 1.07], [0.18, 0.20, -0.33], [-0.42, 0.28, 0.59], [-0.20, 0.00, -0.13], [-0.06, -0.21, 0.99], [0.36, -0.75, -0.33], [-0.10, -0.48, -0.33], [-0.42, -0.63, 0.22], [-0.12, 0.22, -0.68], [-0.09, -0.02, 0.25], [1.93, 0.73, 0.03], [1.10, 4.60, -0.87], [-1.11, 0.67, -0.30], [0.39, 0.05, 0.04], [0.77, -0.86, 0.41], [-0.24, -0.29, 0.37], [0.09, 0.14, 0.08], [0.11, 0.35, 0.35], [0.12, -0.44, 0.16], [-0.72, -0.19, -0.63], [0.04, 0.09, 0.03], [-0.29, -0.03, -0.21], [0.29, 0.21, 0.06], [0.05, 0.12, -0.30], [-0.23, 0.22, 0.53], [-0.25, 0.29, 0.06], [0.27, -0.08, 0.39], [0.01, 0.27, -0.41], [0.09, -0.25, -0.14], [0.07, 0.07, 0.05], [0.10, 0.25, 0.02], [-0.08, 0.13, -0.40], [0.01, 0.15, 0.01], [0.58, 0.29, 0.24], [0.65, -0.47, 0.09], [-0.47, -0.01, -0.37], [-0.63, 0.50, -0.28], [0.42, -1.34, 2.07], [0.18, 0.08, 0.16], [-0.13, -0.03, 0.10], [-0.80, -0.25, -0.19], [-0.04, 0.07, -0.41], [-0.05, 0.09, -0.23], [-0.15, 0.06, -0.14], [-0.35, -0.27, 0.75], [-0.35, 0.01, -0.21], [-0.71, 0.12, -1.35], [0.06, 0.08, 0.13], [-0.74, 0.57, -0.49], [0.09, -0.11, 0.08], [0.25, 0.55, 0.23], [0.07, -0.20, -0.59], [0.05, -0.17, -0.17], [2.73, 0.27, 0.87], [-0.56, 0.03, 0.30], [-0.03, -0.20, -0.13], [0.13, -0.69, 0.22], [0.04, 0.12, -0.01], [-0.15, -0.24, 0.41], [0.57, -0.33, -0.03], [0.90, 0.73, 0.34], [-0.06, 0.14, -0.09], [0.09, -0.01, 0.45], [0.26, -0.07, -0.09], [-0.30, 3.46, 0.27], [0.20, -0.19, -0.26]], "lowdin_charge": [1.101, -0.019, 0.008, -0.077, 0.008, -0.066, -0.046, -0.053, -0.053, -0.170, -0.180, -0.110, -0.193, -0.089, -0.036, -0.149, -0.515, -0.097, -0.105, -0.052, -0.058, -0.182, -0.324, -0.300, -0.194, -0.295, -0.142, -0.044, -0.050, -0.335, -0.082, -0.524, -0.069, -0.322, -0.201, -0.044, -0.512, -0.356, -0.552, -0.076, -0.141, 0.060, 0.086, 0.057, 0.028, 0.026, 0.089, 0.076, 0.100, 0.082, 0.073, 0.080, 0.075, 0.073, 0.085, 0.066, 0.062, 0.058, 0.075, 0.058, 0.075, 0.091, 0.086, 0.114, 0.088, 0.062, 0.057, 0.072, 0.078, 0.072, 0.071, 0.036, 0.074, 0.057, 0.070, 0.063, 0.071, 0.055, 0.074, 0.132, 0.084, 0.085, 0.093, 0.066, 0.057, 0.078, 0.046, 0.052, 0.055, 0.050, 0.141, 0.083]}

***

{"formula": "C6H38NO13", "method": "ωB97M-V/def2-TZVPD", "e_above_lowest_kj_mol": 0.0, "molar_mass_da": 332.4, "total_energy_ev": -34928.0081, "spin_multiplicity": 2, "orbital_gap_ha": [0.3099, 0.1534], "lumo_ev": [-8.22, -12.47], "total_charge": 2, "species": ["O", "O", "O", "O", "O", "O", "O", "O", "O", "O", "O", "O", "O", "N", "C", "C", "C", "C", "C", "C", "H", "H", "H", "H", "H", "H", "H", "H", "H", "H", "H", "H", "H", "H", "H", "H", "H", "H", "H", "H", "H", "H", "H", "H", "H", "H", "H", "H", "H", "H", "H", "H", "H", "H", "H", "H", "H", "H"], "coordinates": [[-1.99697, -0.68680, -1.46699], [-1.39157, -2.00240, -3.92063], [-2.33753, 0.62761, 1.58087], [-3.58684, -1.76174, 0.93186], [1.21358, -4.65187, -1.83707], [-0.33951, -5.29501, 0.63988], [0.83061, -1.48006, 2.91139], [-2.09980, 2.55847, -1.49554], [1.66472, 0.24093, -3.38345], [-1.01208, -2.72386, 0.49474], [3.55569, -0.87115, 1.80958], [3.11058, -0.97949, -1.24750], [0.34920, 2.89138, -2.24996], [0.27475, -0.27307, 0.49850], [1.09329, -0.33203, 2.87878], [1.61712, 1.65029, 1.38760], [1.36449, 3.08185, 1.82590], [-1.04660, 3.64819, 1.66230], [0.54046, 0.54478, 1.71472], [0.35711, 3.87102, 1.04969], [-1.85598, -1.45275, -4.56356], [-0.49195, 3.36852, -2.19871], [2.93023, -1.27932, 1.20157], [-1.09930, 3.92797, 2.71738], [1.08900, 2.95156, 2.92159], [1.15613, -3.78710, -1.41479], [0.07951, -5.39628, 1.49406], [-1.13609, -2.80732, -4.37429], [-2.03228, -1.06024, -2.37172], [-2.61844, -1.83074, 1.04994], [0.36950, 3.51359, 0.00842], [3.97312, -0.96053, -1.67878], [0.59751, 4.93033, 0.96186], [1.66207, 1.76131, 0.29978], [1.38911, 1.04275, -2.92332], [0.22533, -5.44725, -0.12798], [-1.47118, -2.80687, -0.34961], [-2.78256, 1.06950, 2.32631], [2.54124, -0.72345, -1.98245], [0.87328, -1.07625, 0.30554], [-3.05181, 2.65288, -1.43625], [4.26080, -1.51928, 1.87528], [-1.74813, 1.69457, -1.28035], [-0.85439, -3.58367, 0.96675], [-0.44065, 0.98352, 1.96975], [0.18404, 0.37050, -0.29968], [-2.89699, -0.88992, -1.16070], [-1.46293, 2.65442, 1.53017], [-3.03698, -0.04197, 1.44588], [1.19655, 0.30707, -4.21961], [2.31981, 3.56022, 2.10400], [2.55677, 1.32158, 1.82973], [-3.85248, -2.53094, 1.45513], [-0.70200, -0.61974, 0.43427], [-1.71428, 4.33228, 1.12431], [1.09063, 3.50397, -2.28034], [1.71536, 0.26517, 3.57469], [0.87772, -4.45513, -2.71892]], "forces_ev_per_angstrom": [[-0.56, -0.31, -0.07], [-0.13, 0.51, 0.26], [-1.03, -0.21, 0.74], [0.70, -0.02, 0.43], [-0.31, 0.40, 0.14], [-1.04, 0.58, 0.30], [-0.05, -0.20, 0.24], [0.56, 1.07, -0.15], [-0.12, 0.10, 0.42], [0.49, 0.87, 1.02], [-0.84, 0.17, 0.28], [-0.22, -0.01, 0.18], [0.69, -0.60, 0.10], [-1.74, 0.48, -0.37], [-0.08, 0.68, -0.22], [0.55, 0.39, -0.20], [0.42, -0.74, 3.30], [-0.13, 1.41, -0.76], [0.29, 1.23, -1.50], [-0.75, -0.72, -0.07], [0.11, -0.25, -0.21], [0.03, -0.01, -0.04], [0.57, -0.07, -0.54], [0.21, -0.05, -0.05], [-0.54, 0.51, -0.64], [0.22, -0.02, 0.12], [0.68, -0.69, -0.26], [-0.12, -0.12, -0.19], [0.67, 0.03, 0.20], [-0.22, -0.27, -0.34], [-0.15, 0.05, 0.26], [0.19, -0.11, 0.33], [0.02, 0.00, 0.47], [0.37, -0.90, -0.12], [-0.08, 0.30, -0.06], [0.51, -0.15, 0.23], [0.09, -0.70, 0.10], [0.55, 0.43, -0.15], [-0.33, 0.07, -0.43], [0.23, 0.16, -0.32], [-0.05, -0.64, 0.17], [0.34, -0.09, 0.16], [-0.92, -0.41, -0.07], [-0.35, 0.08, -1.54], [0.29, -0.41, 0.54], [0.98, -0.05, -0.19], [0.13, 0.23, 0.28], [0.23, -0.07, -0.16], [0.12, -0.40, -0.55], [0.04, -0.23, -0.21], [0.06, -0.06, -1.11], [0.24, -0.05, -0.65], [-0.61, 0.14, -0.13], [0.18, -0.59, 0.69], [-0.19, -0.28, 0.22], [-0.28, 0.28, -0.15], [-0.02, -0.35, 0.39], [0.09, -0.39, -0.13]], "lowdin_charge": [-0.051, -0.041, -0.072, -0.057, -0.031, -0.035, 0.365, -0.042, -0.045, -0.087, -0.023, -0.060, -0.072, 0.238, -0.013, -0.115, -0.202, -0.079, -0.144, -0.215, 0.068, 0.033, 0.010, 0.089, 0.141, 0.024, 0.062, 0.059, 0.030, -0.002, 0.077, 0.067, 0.128, 0.129, 0.009, 0.036, 0.059, 0.094, -0.015, 0.146, 0.072, 0.081, 0.003, 0.053, 0.129, 0.163, 0.058, 0.025, 0.033, 0.064, 0.143, 0.109, 0.084, 0.099, 0.089, 0.064, 0.217, 0.052]}

***

{"formula": "C5H9BINO", "method": "ωB97M-V/def2-TZVPD", "molar_mass_da": 236.8, "total_energy_ev": -17642.4688, "orbital_gap_ha": 0.2193, "lumo_ev": -1.81, "species": ["I", "O", "N", "C", "C", "C", "C", "C", "B", "H", "H", "H", "H", "H", "H", "H", "H", "H"], "coordinates": [[2.14594, 1.16768, 0.96415], [1.91563, -0.91427, 3.78649], [-1.96378, 1.71858, -1.12017], [-0.71249, -0.98395, -1.31416], [-0.61617, 1.57768, -1.04255], [0.01389, 0.27030, -1.14056], [-2.18008, -0.79055, -1.36975], [-2.65239, 0.56566, -1.25610], [1.65011, 0.19182, -1.01411], [2.13096, -0.47985, 4.63583], [0.00032, 2.49766, -0.91047], [-0.22702, -1.97560, -1.38197], [1.78999, -0.23239, 3.04394], [2.18128, 0.79906, -1.90356], [-2.87065, -1.65532, -1.50459], [2.02820, -0.94175, -1.04055], [1.13295, -1.49578, 3.87006], [-3.76670, 0.68101, -1.30193]], "forces_ev_per_angstrom": [[0.38, -0.07, 1.46], [-0.08, -0.41, 0.63], [1.18, -1.12, 0.12], [-2.56, 3.40, 0.28], [-0.88, -2.20, -0.51], [0.59, -0.62, 0.30], [2.54, 0.89, 0.16], [-1.12, -1.39, -0.30], [-1.48, -0.66, -1.45], [-0.08, -0.04, -0.18], [-0.59, -0.89, -0.14], [-0.24, 0.88, 0.05], [0.20, 0.76, -1.40], [0.29, 0.47, 0.38], [0.49, 1.01, 0.16], [0.20, -0.19, 0.45], [0.10, 0.16, -0.06], [1.07, 0.04, 0.05]], "lowdin_charge": [0.702, 0.231, 0.022, -0.044, -0.168, -0.305, -0.072, -0.205, -0.841, 0.175, 0.094, 0.094, -0.025, 0.000, 0.087, -0.014, 0.177, 0.093]}

***

{"formula": "C3H10OP2", "method": "ωB97M-V/def2-TZVPD", "smiles": "CP(C)C.O=P", "e_above_lowest_kj_mol": 171.9, "molar_mass_da": 124.1, "total_energy_ev": -23896.2493, "orbital_gap_ha": 0.2867, "lumo_ev": -0.90, "species": ["P", "P", "O", "C", "C", "C", "H", "H", "H", "H", "H", "H", "H", "H", "H", "H"], "coordinates": [[0.26248, -1.04963, 0.18243], [-0.92151, 2.92781, -0.97264], [-0.56337, 3.54045, 0.29401], [-1.21557, -0.17756, 0.65269], [1.35969, 0.44402, -0.25115], [-0.36257, -1.54584, -1.48445], [-1.30347, -2.00086, -1.36238], [2.07115, 0.24529, -1.01003], [-1.01993, 0.50741, 1.49300], [0.22009, -2.28202, -1.89819], [-1.57760, 0.40891, -0.23334], [0.81284, 1.29740, -0.80326], [1.89924, 0.85935, 0.72071], [-2.02082, -0.80484, 0.91595], [-0.76412, -0.65833, -2.07040], [-2.30427, 3.03264, -0.91284]], "forces_ev_per_angstrom": [[1.37, 0.13, -0.77], [0.34, -0.39, -1.53], [0.90, 0.80, 1.75], [-0.23, 2.23, -0.28], [-0.90, 1.67, 1.45], [-1.48, 2.94, 0.87], [-1.30, -1.10, 0.83], [1.16, -0.89, -0.39], [-0.14, -0.14, -0.32], [1.67, -1.12, -1.73], [0.19, -0.14, 0.69], [0.42, -1.26, 1.35], [-1.18, -0.81, -2.13], [-0.84, -0.99, 0.43], [1.50, -0.81, 0.03], [-1.49, -0.13, -0.25]], "lowdin_charge": [0.787, 0.780, -0.537, -0.381, -0.335, -0.319, 0.008, -0.006, 0.049, -0.010, 0.002, -0.058, 0.077, 0.017, 0.066, -0.142]}